Record 1
A cluster of 8 separate species, C39H83ClO11 in total, computed with ωB97M-V/def2-TZVPD.

Its molar mass is 763.53 u. The calculation puts the LUMO energy at -0.02186 Ha. Its HOMO-LUMO gap is 8.376 eV.

ORCA input file:
```
! RIJCOSX wB97M-V def2-TZVPD def2/J DEFGRID3
* xyz 0 1
C 3.76744 -4.93215 0.14201
O 2.70720 -5.37303 -0.67815
C 2.76867 -4.90036 -2.01256
C 2.55127 -3.40031 -2.12575
C 1.12828 -2.98795 -1.76334
C 0.94084 -1.46516 -1.75634
C 0.92696 -0.80855 -0.37149
C -0.12268 -1.33966 0.61399
C -1.45517 -0.56423 0.59030
C -2.67185 -1.46188 0.80255
C -3.21015 -2.13668 -0.42041
C -2.81052 -1.94126 -1.67446
C -3.42704 -2.70548 -2.77390
O -3.38173 -2.35250 -3.93572
C -4.13358 -3.97935 -2.41698
O -4.27848 -4.86930 -3.41327
C -4.59535 -4.17708 -1.17691
C -5.37056 -5.38362 -0.74363
C -6.85219 -5.09013 -0.40861
C -7.21960 -5.62476 0.96031
Cl -8.99046 -5.81690 1.15237
C -4.34109 -3.10839 -0.18186
O -5.02587 -3.00158 0.81649
H 4.64944 -4.65506 -0.44472
H 3.47144 -4.06913 0.74613
H 4.03780 -5.74959 0.80999
H 3.72442 -5.19292 -2.46577
H 1.96749 -5.42601 -2.53543
H 2.78113 -3.09019 -3.14944
H 3.24862 -2.88759 -1.45487
H 0.43643 -3.45692 -2.46869
H 0.89837 -3.41756 -0.78588
H 1.77067 -1.02007 -2.31519
H 0.04164 -1.18274 -2.30811
H 0.74310 0.25989 -0.50026
H 1.92739 -0.88761 0.06528
H -0.32965 -2.39792 0.43024
H 0.29287 -1.29219 1.62211
H -1.53865 0.01960 -0.32801
H -1.45010 0.17454 1.39246
H -3.49408 -0.92255 1.27817
H -2.41582 -2.25648 1.51342
H -2.04115 -1.23660 -1.95527
H -4.44494 -4.37930 -4.23798
H -5.31613 -6.12680 -1.53573
H -4.87021 -5.81523 0.12871
H -7.49098 -5.56070 -1.15594
H -7.04090 -4.01867 -0.43799
H -6.78373 -6.60312 1.14323
H -6.89253 -4.95955 1.75299
C -5.62084 -7.91560 5.65555
C -5.39175 -6.85529 4.59099
C -4.74243 -5.60396 5.15968
O -6.60903 -6.53449 3.92148
H -6.29197 -7.53195 6.42951
H -6.07767 -8.80329 5.21893
H -4.68353 -8.20329 6.13375
H -4.75315 -7.26605 3.80527
H -5.38976 -5.15694 5.91983
H -4.58157 -4.86569 4.37405
H -3.78319 -5.83393 5.62572
H -7.22277 -6.16674 4.56745
C 1.57302 3.63021 -1.23007
C 0.35439 2.85196 -1.68898
C -0.49769 3.64103 -2.66917
O -0.41371 2.44038 -0.55718
H 1.26097 4.54012 -0.71173
H 2.15192 3.03480 -0.52245
H 2.21784 3.90693 -2.06657
H 0.66850 1.91634 -2.15976
H -0.85508 4.56123 -2.19824
H -1.36421 3.05793 -2.98111
H 0.07587 3.91585 -3.55561
H -0.68828 3.23552 -0.08510
C 2.31412 3.42701 3.36264
C 2.24146 4.71801 2.56604
C 2.49435 5.93818 3.43426
O 0.98016 4.82322 1.90089
H 1.55432 3.42511 4.15008
H 2.13108 2.57002 2.71392
H 3.29335 3.30485 3.82613
H 2.97320 4.67886 1.75568
H 1.73309 6.01009 4.21487
H 2.44942 6.84885 2.83445
H 3.47499 5.88471 3.91007
H 0.28962 4.84778 2.57328
C 6.55127 2.38404 -0.98423
C 5.57754 3.15718 -0.11223
C 5.83055 4.65541 -0.18377
O 5.63088 2.69934 1.23919
H 7.57818 2.55640 -0.65341
H 6.34643 1.31432 -0.93457
H 6.47893 2.70245 -2.02600
H 4.55187 2.94994 -0.42608
H 6.84262 4.88061 0.16493
H 5.12185 5.19722 0.44350
H 5.73849 5.02087 -1.20794
H 6.52249 2.85435 1.57091
C 10.47041 3.19336 -3.90962
C 9.51425 3.92551 -2.98321
C 9.69647 5.43293 -3.04483
O 9.64515 3.45372 -1.64213
H 11.50565 3.40072 -3.62338
H 10.31008 2.11721 -3.85164
H 10.33667 3.51148 -4.94432
H 8.48619 3.67578 -3.25555
H 10.70974 5.70339 -2.73373
H 8.99161 5.93052 -2.37895
H 9.54378 5.80717 -4.05794
H 10.54193 3.64660 -1.34581
C -0.90695 8.17756 7.55083
C 0.40939 7.71337 6.95055
C 1.35632 8.87202 6.68459
O 0.18668 6.96071 5.75700
H -1.41608 8.85750 6.86155
H -1.56331 7.32833 7.73845
H -0.74538 8.70835 8.48985
H 0.88693 7.00399 7.62948
H 0.90672 9.56959 5.97189
H 2.29375 8.51117 6.26189
H 1.57447 9.42072 7.60168
H -0.23768 7.54279 5.11594
C -6.11031 -3.42264 -7.85051
C -6.74478 -3.90187 -6.55585
C -8.20345 -3.49214 -6.44592
O -6.00431 -3.43260 -5.42715
H -6.14261 -2.33073 -7.90397
H -5.06767 -3.73434 -7.90559
H -6.64063 -3.81928 -8.71715
H -6.66859 -4.98941 -6.49465
H -8.29058 -2.40192 -6.46285
H -8.63401 -3.85381 -5.51269
H -8.78629 -3.89005 -7.27749
H -6.02604 -2.46888 -5.42578
*
```

Record 2
A structure of composition C32H38BBr4N6O3RuS, computed with ωB97M-V/def2-TZVPD.

Its molar mass is 1018.26 u. The calculation puts the LUMO energy (spin up / spin down) at 0.01022 / -0.05899 Ha. The energy above the lowest of the compared OMol25 structures with the same formula, charge and spin comes out at 8.5 kJ/mol. Its HOMO-LUMO gap (spin up / spin down) is 7.857 / 6.222 eV.

ORCA input file:
```
! RIJCOSX wB97M-V def2-TZVPD def2/J DEFGRID3
* xyz 0 6
Ru 0.29413 -0.31669 -0.17456
C -2.52815 1.16243 -1.59370
C -3.66146 0.41658 -0.91620
C -4.46227 1.36108 -0.01380
C -3.19310 -0.77025 -0.11985
C -4.04078 -1.68389 0.52808
C -3.19456 -2.54066 1.18980
N -1.93203 -2.15960 0.94642
N -1.91880 -1.07347 0.12973
B -0.67457 -2.81568 1.55084
N 0.05384 -1.79656 2.46653
C 0.52353 -2.02640 3.70112
C 0.94198 -0.82880 4.23840
C 0.67908 0.12284 3.23768
N 0.14134 -0.47546 2.17541
C 0.82245 1.61402 3.32202
C 2.10488 1.99945 4.06059
C -0.39856 2.21352 4.02756
N 0.22901 -3.34365 0.41747
C 0.82464 -4.54223 0.37357
C 1.46715 -4.65781 -0.83924
C 1.21465 -3.44840 -1.49652
N 0.45717 -2.66125 -0.72790
C 1.61960 -3.09573 -2.89876
C 0.38855 -3.00949 -3.80398
C 2.43338 -1.80703 -2.96608
H -2.91534 2.00092 -2.17595
H -1.95379 0.51823 -2.25502
H -1.84091 1.56464 -0.84503
H -4.33681 0.03576 -1.68887
H -3.82124 1.75868 0.77685
H -5.30074 0.85076 0.46018
H -4.85465 2.20017 -0.59234
H -5.11746 -1.70231 0.51101
H -3.39085 -3.39289 1.81838
H -1.01198 -3.75251 2.22466
H 0.51239 -3.02193 4.11363
H 1.36283 -0.66117 5.21523
H 0.86066 1.99832 2.30215
H 2.09171 1.59960 5.07708
H 2.20155 3.08421 4.12750
H 2.99589 1.61028 3.56350
H -0.46452 1.84917 5.05565
H -1.32046 1.93825 3.51250
H -0.32789 3.30312 4.05465
H 0.72850 -5.23096 1.19662
H 2.03160 -5.49617 -1.21169
H 2.25266 -3.91548 -3.24826
H -0.26997 -2.20568 -3.46563
H -0.18097 -3.93935 -3.78452
H 0.68105 -2.80526 -4.83679
H 1.79810 -0.97607 -2.66472
H 2.78274 -1.63120 -3.98696
H 3.29224 -1.84008 -2.29645
Br 6.20179 3.44262 1.65876
C 5.02127 2.06079 1.17849
C 5.50020 0.71674 1.09485
Br 7.30172 0.34015 1.48409
C 4.65386 -0.30032 0.73603
Br 5.19807 -2.08967 0.58227
C 3.28068 -0.04117 0.43645
O 2.47826 -0.93268 0.06510
C 2.78319 1.32930 0.56052
O 1.55829 1.54699 0.33653
C 3.70327 2.35254 0.91732
Br 2.98776 4.08724 1.05824
C 1.02139 7.56845 -1.36657
C 1.18198 6.10756 -1.68992
C 2.35871 5.62117 -2.25266
C 2.51221 4.27187 -2.52677
C 1.46757 3.40384 -2.25290
C 0.28903 3.85778 -1.68905
C 0.15406 5.20843 -1.41351
S 1.68318 1.66035 -2.56077
C 1.49146 1.69745 -4.34335
O 0.41751 0.97319 -2.09309
H 1.90823 8.13605 -1.64400
H 0.84737 7.71205 -0.29889
H 0.16684 7.99165 -1.89693
H 3.17377 6.30404 -2.45984
H 3.44878 3.90335 -2.93164
H -0.49901 3.15388 -1.45935
H -0.76337 5.56971 -0.96274
H 0.55399 2.20062 -4.57202
H 1.47606 0.66420 -4.68602
H 2.33870 2.22776 -4.77698
*
```

Record 3
A cluster of 5 separate species, C13H25Br8IN2O3 in total, computed with ωB97M-V/def2-TZVPD.

Its molar mass is 1023.49 u. The calculation puts the LUMO energy at 0.00246 Ha. Its HOMO-LUMO gap is 9.095 eV.

ORCA input file:
```
! RIJCOSX wB97M-V def2-TZVPD def2/J DEFGRID3
* xyz 0 1
C -0.91615 -0.73630 3.80834
C 0.47804 -0.11027 3.80106
N 0.75358 0.60999 2.56090
N 0.95041 -0.36810 1.50630
C 1.37489 0.16781 0.29416
O 1.86386 -0.51128 -0.57680
O 1.24542 1.52499 0.17119
C 0.30772 1.90911 -0.82937
C -0.76783 2.70869 -0.12076
O -0.68098 3.85954 0.14170
I -2.51158 1.55670 0.40968
H -0.88550 -1.73130 4.23771
H -1.31761 -0.79144 2.79994
H -1.60836 -0.12928 4.38155
H 0.53279 0.64100 4.58497
H 1.25618 -0.84193 4.02609
H 1.65556 1.05626 2.67710
H 0.06725 -0.84194 1.33970
H -0.11550 1.05186 -1.34085
H 0.77921 2.58750 -1.53643
Br 4.51934 -3.41974 1.81960
C 4.45708 -1.78619 0.77174
C 5.58186 -0.84432 1.09892
Br 5.22152 0.06822 2.77618
H 3.48814 -1.33986 0.94868
H 4.52069 -2.11579 -0.26386
H 5.64850 -0.05934 0.34934
H 6.54134 -1.34001 1.19611
Br -6.14386 4.48959 -2.33739
C -6.47445 4.61313 -0.42491
C -5.59100 5.63768 0.23546
Br -3.76608 4.99632 0.42514
H -6.32229 3.61878 -0.01960
H -7.52071 4.89196 -0.32602
H -5.94026 5.83969 1.24525
H -5.54355 6.56520 -0.32458
Br 4.56024 -4.16551 -2.32652
C 3.20178 -2.84423 -2.77101
C 1.94637 -3.03780 -1.96540
Br 0.89188 -4.54188 -2.61089
H 3.03294 -2.91159 -3.84012
H 3.64382 -1.87957 -2.53194
H 1.30576 -2.16496 -2.05674
H 2.15179 -3.22651 -0.91681
Br -1.44112 -2.46184 -0.43085
C -2.52543 -2.16195 -2.02058
C -1.68097 -2.15367 -3.26605
Br -0.67839 -0.49429 -3.42002
H -3.05414 -1.22621 -1.86868
H -3.23500 -2.98502 -2.04856
H -2.30015 -2.21000 -4.15776
H -0.95705 -2.96193 -3.27432
*
```

Record 4
The molecule C6H11N3O2 at a distorted geometry, computed with ωB97M-V/def2-TZVPD.

Its molar mass is 157.17 u. The calculation puts the LUMO energy (spin up / spin down) at 0.02676 / -0.10240 Ha. The energy above the lowest of the compared OMol25 structures with the same formula, charge and spin comes out at 193.9 kJ/mol. Its HOMO-LUMO gap (spin up / spin down) is 4.331 / 6.578 eV.

ORCA input file:
```
! RIJCOSX wB97M-V def2-TZVPD def2/J DEFGRID3
* xyz 0 3
C -0.57862 1.75234 1.69404
C 0.18285 -0.49692 1.33997
C -0.54244 0.29044 -1.10632
C 1.90947 -0.35981 -1.62700
C -0.05427 -2.22212 -1.54000
C 0.49304 -0.81455 -1.24800
N -0.52849 0.41635 2.07534
N -1.46854 2.43883 2.44029
N 0.10189 -0.19650 0.01346
O 0.06070 2.24115 0.77155
O 0.71910 -1.42522 1.88226
H -2.09455 1.84524 3.02910
H -0.40683 1.40580 -1.42729
H -1.50866 -0.08021 -1.42607
H 1.99627 -0.10910 -2.60496
H 2.62913 -0.99556 -1.36324
H 1.98975 0.71503 -1.08024
H 0.16846 -2.81960 -0.61444
H -1.12107 -2.12247 -1.84722
H 0.59736 -2.82077 -2.24045
H -0.66125 0.07722 2.92884
H -1.88331 3.28043 1.95039
*
```